Run 1
14
Properties=species:S:1:pos:R:3 method="wB97M-V/def2-TZVPD" charge=0 homo_lumo_gap_ev=9.59
N 0.97 -1.15 0.16
N 1.58 0.08 -0.14
H -1.37 1.31 1.24
H -0.09 1.54 -0.01
N -1.22 -0.18 -0.24
O -2.53 -0.65 -0.01
C -1.12 1.21 0.17
H 3.42 0.90 -0.30
H 3.36 -0.92 0.16
C -0.31 -1.16 0.09
H -0.80 -2.11 0.27
C 2.84 0.01 -0.09
H -1.82 1.81 -0.42
H -2.92 -0.70 -0.89


Run 2
14
Properties=species:S:1:pos:R:3 method="wB97M-V/def2-TZVPD" charge=0 homo_lumo_gap_ev=9.65
H -1.07 -1.50 0.78
H 2.44 -0.97 -0.25
H -0.72 2.21 -1.24
N 1.07 0.47 1.25
O -0.05 0.99 1.97
C -1.25 -1.03 -0.19
H 1.93 -0.07 -1.55
C 0.72 0.06 0.07
N 1.65 -0.58 -0.73
C -0.55 0.41 -0.61
H -0.99 -1.72 -0.99
H -2.31 -0.81 -0.21
H 0.33 1.22 2.82
N -1.20 1.32 -1.12


Run 3
14
Properties=species:S:1:pos:R:3 method="wB97M-V/def2-TZVPD" charge=0 smiles="[H]/N=C/NC(=O)NC" homo_lumo_gap_ev=10.40
N -1.09 0.08 0.30
C -2.24 -0.16 -0.43
N -3.34 -0.36 0.17
N 1.20 0.27 0.59
C 2.57 0.12 0.16
H 2.58 0.15 -0.93
H 1.00 0.23 1.58
H 2.99 -0.84 0.49
H -4.08 -0.52 -0.51
H 3.19 0.93 0.55
O 0.31 0.07 -1.50
C 0.17 0.13 -0.29
H -1.20 0.05 1.31
H -2.06 -0.14 -1.50


Run 4
14
Properties=species:S:1:pos:R:3 method="wB97M-V/def2-TZVPD" charge=0 homo_lumo_gap_ev=10.11
H 1.89 1.73 -1.10
C 1.79 0.76 -0.60
O -2.32 -1.12 0.88
N 0.50 -1.48 0.84
H 2.44 0.04 -1.12
H 1.10 -2.08 0.28
N -2.00 1.00 0.01
H -0.12 -2.00 1.44
H 2.13 0.86 0.44
C -0.12 -0.45 0.16
N 0.39 0.44 -0.59
C -1.62 -0.26 0.39
H -1.20 1.51 -0.35
H -2.83 1.09 -0.55


On energetic grounds, run 3 is preferred over the next structure by 0.522 eV.


Run 1
14
Properties=species:S:1:pos:R:3 method="wB97M-V/def2-TZVPD" charge=0 smiles="[H]/N=C/NC(=O)NC" homo_lumo_gap_ev=10.39
H 3.05 1.11 0.42
H -4.09 -0.46 -0.56
O 0.31 0.19 -1.49
C 2.58 0.16 0.18
N -1.09 0.00 0.31
N -3.35 -0.40 0.13
C -2.24 -0.13 -0.44
H 2.58 0.03 -0.91
H 1.00 0.10 1.60
H -1.20 -0.18 1.30
C 0.17 0.11 -0.28
H -2.06 0.01 -1.51
H 3.15 -0.66 0.63
N 1.20 0.11 0.61


Run 2
14
Properties=species:S:1:pos:R:3 method="wB97M-V/def2-TZVPD" charge=0 homo_lumo_gap_ev=7.64
H 0.59 0.54 2.04
C 1.03 -0.81 -0.71
H -0.76 -0.36 1.75
N -0.89 0.76 -0.44
H -1.44 1.64 1.40
N 0.21 -0.20 1.45
C 0.20 0.12 0.01
O 1.73 -1.64 -0.10
H 0.81 -1.05 1.50
C -1.68 1.42 0.34
N 1.04 -0.68 -2.07
H -2.58 1.86 -0.06
H 0.28 -0.16 -2.49
H 1.44 -1.44 -2.60


Run 3
14
Properties=species:S:1:pos:R:3 method="wB97M-V/def2-TZVPD" charge=0 homo_lumo_gap_ev="8.82 / 8.82"
N -0.56 0.48 0.86
O -3.20 0.04 -1.16
N -1.75 0.27 1.48
H -2.20 1.16 1.45
C 0.43 -0.60 1.29
H 0.34 1.38 -1.81
H 0.91 -0.45 2.34
H -0.09 -1.64 0.98
H 1.29 -0.56 0.58
C -2.18 0.12 -0.59
H 0.77 -0.23 -1.59
H -0.68 0.20 -2.53
C -0.02 0.41 -1.64
N -0.87 0.28 -0.50


On energetic grounds, run 1 is preferred over the next structure by 1.916 eV.


Run 1
10
Properties=species:S:1:pos:R:3 method="wB97M-V/def2-TZVPD" charge=0 smiles="C=P.PS" homo_lumo_gap_ev=9.66
H 0.69 -0.48 -2.48
P -0.47 -0.74 2.30
S 1.05 0.63 1.58
P -1.05 0.94 -1.70
H -0.58 -1.65 1.24
H 1.11 0.60 -0.94
H 2.10 0.36 2.50
H -1.55 0.05 1.89
H -1.73 0.10 -2.71
C 0.43 0.20 -1.69


Run 2
10
Properties=species:S:1:pos:R:3 method="wB97M-V/def2-TZVPD" charge=0 homo_lumo_gap_ev="8.03 / 8.03"
P -0.10 -0.89 -0.16
H 2.56 -1.29 1.03
H 2.26 -0.72 -1.10
P 1.97 -0.22 0.12
S -1.52 1.18 1.70
H -1.93 -0.11 1.76
H 0.08 -1.35 -2.38
H -0.38 1.76 -0.36
C -0.97 0.79 -0.04
H -1.97 0.85 -0.58


On energetic grounds, run 1 is preferred over the next structure by 2.000 eV.


Run 1
7
Properties=species:S:1:pos:R:3 method="wB97M-V/def2-TZVPD" charge=+1 smiles=CC#[N+]F homo_lumo_gap_ev=13.58
C 0.10 -0.34 -0.22
H -1.14 0.27 1.26
H 0.31 1.21 0.81
H -1.19 1.18 -0.19
C -0.51 0.68 0.40
N 0.86 -1.10 -0.67
F 1.59 -1.89 -1.38


Run 2
7
Properties=species:S:1:pos:R:3 method="wB97M-V/def2-TZVPD" charge=+1 smiles=CC#[N+]F homo_lumo_gap_ev=12.87
H -0.88 -0.17 -0.23
F 0.34 3.97 0.17
N 0.30 2.69 0.24
C 0.06 0.21 0.01
H 0.47 0.01 -0.91
C -0.02 1.59 0.06
H 0.44 -0.44 0.85


On energetic grounds, run 1 is preferred over the next structure by 0.121 eV.